1.
Here is a 2-piece molecular cluster, C3H9NS2 overall from OMol25. Energies are from ωB97M-V/def2-TZVPD.

Geometry as XYZ:
```
15
Properties=species:S:1:pos:R:3:mulliken_charge:R:1
C -2.1519 -0.2190 1.3134 -0.702
S -2.3993 1.1678 0.1789 -0.049
S -0.5134 2.0245 0.3616 -0.225
H -1.2577 -0.7745 1.0482 0.206
H -3.0857 -0.7767 1.2642 0.298
H -2.0352 0.1216 2.3438 0.303
H -0.3095 2.2723 -0.9401 0.152
C 1.3226 -0.5278 -1.6940 -0.680
C 1.6196 -0.4860 0.5964 -0.373
N 1.2020 -1.1459 -0.3925 -0.359
H 0.3127 -0.2912 -2.0288 0.221
H 1.6935 -1.2682 -2.4029 0.280
H 1.9415 0.3723 -1.7341 0.304
H 1.4633 -0.9036 1.5849 0.312
H 2.1976 0.4344 0.5010 0.312
```

energy relative to the best compared isomer or geometry (same formula, charge and spin)	29.39	kcal/mol
largest force on an atom	0.013	Eh/bohr
structure (SMILES)	C=NC.CSS
frontier orbital gap	8.940	eV

***

2.
Here is C31H48N10O6P2TaTe as an isolated structure from OMol25. Energies are from ωB97M-V/def2-TZVPD.

Geometry as XYZ:
```
99
Properties=species:S:1:pos:R:3:mulliken_charge:R:1
Ta -16.7155 2.0641 8.4084 1.211
N -14.8423 2.6972 11.7913 -0.075
C -15.5886 1.5204 11.5490 -0.013
N -15.5358 0.5919 12.5210 -0.773
N -16.4169 -0.3414 12.0773 -0.828
N -16.9883 -0.0119 10.9228 -0.003
N -16.4000 1.1760 10.5199 0.787
C -14.5725 3.5202 10.7337 0.126
N -13.7277 4.5504 10.7889 -0.705
N -13.6850 4.9922 9.4951 -0.975
N -14.4787 4.2951 8.7315 -0.082
N -15.0336 3.3000 9.4761 0.224
H -14.1810 2.6780 12.5641 0.320
C -20.4910 0.8576 6.8685 -0.933
P -19.0312 1.3034 5.9178 1.253
C -19.6853 2.5213 4.7889 -1.284
C -18.3302 -0.1165 4.9956 -0.826
O -17.9370 1.8370 6.8579 -1.239
H -21.2924 0.4889 6.1721 0.479
H -20.8296 1.7874 7.4216 0.194
H -20.2967 0.0702 7.6006 0.132
H -20.7464 2.3424 4.5317 0.514
H -19.1387 2.5184 3.8347 0.325
H -19.6110 3.5117 5.2868 0.215
H -17.2307 0.0666 4.9854 -0.444
H -18.7802 -0.0436 3.9948 0.556
H -18.6646 -1.0388 5.4539 0.358
C -15.6077 -6.5117 7.7315 -1.321
C -15.7096 -5.0124 7.9949 0.445
C -16.7746 -4.4035 8.7163 -0.872
C -16.9452 -3.0397 8.9505 1.118
C -18.0616 -2.6985 9.8715 -1.262
C -16.0163 -2.1230 8.3801 0.028
C -14.8001 -2.7071 7.8841 0.596
C -13.5142 -1.9265 7.7573 -1.280
C -14.7328 -4.1047 7.5724 -0.988
C -16.2188 -0.6760 8.1939 1.054
O -17.3983 -0.1494 8.2289 -0.715
O -15.2372 0.1235 8.0565 -0.985
H -14.7426 -6.6703 7.0281 0.328
H -16.4961 -6.8786 7.2663 0.338
H -15.5185 -7.0613 8.6604 0.311
H -17.4289 -5.0509 9.2838 0.328
H -18.7062 -3.5943 9.9943 0.460
H -18.7287 -1.9031 9.4938 -0.046
H -17.7263 -2.4319 10.8883 0.282
H -13.4159 -1.5275 6.7429 0.239
H -12.6350 -2.5052 8.0091 0.480
H -13.6295 -1.0335 8.3631 0.071
H -13.7920 -4.4132 7.0718 0.268
C -12.1402 2.4906 6.8325 -0.818
C -12.4383 3.7666 5.9822 -0.375
O -13.7531 3.7128 5.3652 -0.416
P -15.0603 2.7428 5.3944 -0.068
O -15.5374 2.5325 6.8457 0.708
Te -14.8429 0.6127 4.3210 -0.552
O -16.1939 3.6296 4.7059 0.590
C -15.9005 4.5849 3.6434 -0.328
C -17.1790 5.3467 3.4016 -0.951
H -11.1206 2.6197 7.1664 0.485
H -12.1901 1.5700 6.2513 0.226
H -12.7409 2.5126 7.7229 0.059
H -11.7637 3.9176 5.1605 0.373
H -12.4736 4.6701 6.6189 0.263
H -15.5047 4.0548 2.7556 0.402
H -15.1618 5.2638 4.0801 0.241
H -18.0204 4.6667 3.0289 0.146
H -16.9700 6.0910 2.6058 0.403
H -17.5514 5.7628 4.3335 0.216
C -20.0565 1.2666 10.6779 -1.099
C -20.0418 2.7288 11.0397 0.558
C -18.8681 3.0446 11.9562 -1.580
C -20.2134 3.6730 9.8440 0.017
C -21.4437 4.2669 9.5851 -0.261
C -21.5632 5.3212 8.6726 -1.060
C -20.4611 5.7756 7.9993 -0.701
C -19.1981 5.3112 8.3154 0.171
C -18.0158 6.3124 8.0663 0.475
C -16.8322 5.8366 7.2112 -0.275
C -17.4418 6.9853 9.3544 -1.595
C -19.0548 4.0842 9.0592 0.147
N -17.9181 3.3346 8.9664 1.712
H -20.8315 0.9490 9.9348 0.211
H -20.2635 0.6678 11.6193 0.446
H -19.1106 0.8821 10.2410 0.130
H -20.9483 2.9388 11.6624 0.573
H -17.8741 3.0936 11.4995 0.055
H -18.6699 2.2985 12.7642 0.400
H -19.0249 3.9614 12.5245 0.437
H -22.2688 3.8369 10.1488 0.424
H -22.5846 5.7705 8.7241 0.255
H -20.6076 6.5723 7.2517 0.365
H -18.4977 7.1376 7.5145 0.582
H -16.1563 5.2148 7.7466 -0.447
H -16.3087 6.6958 6.8059 0.730
H -17.1826 5.2059 6.3484 -0.670
H -17.4599 6.3096 10.2528 0.227
H -18.0099 7.9064 9.4922 0.405
H -16.3506 7.1680 9.2127 0.377
```

energy relative to the best compared isomer or geometry (same formula, charge and spin)	0.00	kcal/mol
largest force on an atom	0.065	Eh/bohr
charge	-1
frontier orbital gap	6.997	eV

***

3.
Here is C36H35Cl3CoN4O4S2 as an isolated structure from OMol25. Energies are from ωB97M-V/def2-TZVPD.

Geometry as XYZ:
```
85
Properties=species:S:1:pos:R:3:mulliken_spin:R:1
Co -0.7346 -0.3217 -1.3044 3.101
C -1.9274 -4.2538 3.3055 0.002
C -2.7297 -2.9381 3.2820 -0.003
N -1.9597 -1.7596 2.7752 0.015
C -1.2627 -0.9179 3.7742 0.007
C 0.0808 -1.5023 4.1884 -0.002
C -1.8605 -1.5804 1.4363 -0.014
S -0.8184 -0.3145 0.8635 0.295
N -2.5168 -2.4814 0.7199 0.018
C -2.4791 -2.6235 -0.5907 -0.018
O -1.8635 -1.8992 -1.4360 0.086
C -3.3050 -3.7364 -1.1206 0.021
C -3.9750 -4.5701 -0.2222 -0.001
C -4.8667 -5.5331 -0.6876 0.001
C -5.0276 -5.7456 -2.0699 0.000
C -4.2816 -4.9513 -2.9588 0.000
C -3.4371 -3.9639 -2.5074 0.002
H -2.6140 -5.0600 3.6289 0.000
H -1.1138 -4.2358 4.0120 0.000
H -1.6082 -4.4381 2.2972 0.000
H -3.0475 -2.6597 4.2902 0.000
H -3.6300 -3.0398 2.6609 0.001
H -1.9600 -0.8197 4.6324 0.001
H -1.1619 0.0868 3.3162 0.002
H -0.0690 -2.3978 4.7808 0.000
H 0.6214 -0.7865 4.8186 0.000
H 0.7301 -1.6976 3.3401 0.000
H -3.8000 -4.4260 0.8606 -0.001
H -5.4051 -6.1023 0.0716 0.000
H -5.7265 -6.5165 -2.4745 0.000
H -4.4111 -5.1510 -4.0373 0.000
H -2.8627 -3.3234 -3.1963 0.002
C -1.0838 -0.0705 -5.5550 0.005
C -1.2514 0.2756 -4.0679 0.003
O -0.7534 -0.5064 -3.2162 0.085
C -2.0549 1.4791 -3.7629 0.023
C -2.8306 2.1510 -4.7338 -0.035
C -3.6421 3.2266 -4.4324 0.064
C -3.7832 3.6163 -3.1056 -0.033
C -3.1677 2.9287 -2.0824 0.074
C -2.1703 1.9339 -2.3746 -0.032
O -1.3659 1.5166 -1.4179 0.234
H -0.4341 -0.9387 -5.6856 -0.002
H -0.6261 0.7479 -6.1571 0.001
H -2.0634 -0.3212 -6.0340 0.001
H -2.7019 1.7895 -5.7639 0.000
H -4.1879 3.7818 -5.2387 0.002
H -4.3676 4.5085 -2.8807 0.000
H -3.3060 3.2216 -1.0340 0.004
Cl 0.0904 6.4106 0.1861 0.000
C 1.3279 5.2256 0.1948 0.000
C 1.2441 4.0361 0.9027 0.001
C 2.2351 3.0598 0.8054 -0.004
C 3.3454 3.2672 -0.0420 0.000
C 4.4689 2.2133 -0.1095 0.000
C 4.4173 1.1780 -1.2297 0.002
N 3.2770 0.2792 -1.1604 0.003
C 3.2880 -1.0361 -0.5910 0.001
C 2.0190 -1.5134 -0.7224 0.012
N 1.2329 -0.5780 -1.4086 0.088
C 2.0023 0.4971 -1.5831 -0.018
O 4.5930 1.4019 1.1106 0.001
C 5.1440 2.0902 2.2464 0.000
C 4.4264 1.6381 3.4856 0.000
C 3.7711 2.4758 4.3603 0.000
Cl 3.5596 4.1477 4.2799 0.000
S 2.9383 1.6061 5.6018 0.000
C 3.4705 0.1035 4.9608 0.000
C 4.2560 0.2799 3.8605 0.000
C 3.4421 4.5177 -0.6891 0.000
Cl 4.8307 4.9727 -1.7005 0.000
C 2.4663 5.5109 -0.5722 0.000
H 0.3908 3.8430 1.5523 0.000
H 2.1984 2.1447 1.3913 0.001
H 5.4442 2.7594 -0.2404 0.000
H 5.3193 0.5611 -1.2491 -0.001
H 4.3223 1.7337 -2.1965 0.000
H 4.1568 -1.5256 -0.1861 0.000
H 1.5889 -2.4653 -0.4134 0.001
H 1.6213 1.4089 -2.0231 0.001
H 5.1601 3.1980 2.1384 0.000
H 6.1862 1.7267 2.3474 0.000
H 3.1722 -0.8047 5.4739 0.000
H 4.7554 -0.5331 3.3339 0.000
H 2.6508 6.4885 -1.0213 0.000
```

largest force on an atom	0.056	Eh/bohr
charge	+1
multiplicity	5
frontier orbital gap (spin up / spin down)	7.979 / 5.832	eV

***

4.
Here is a 8-piece molecular cluster, C5H28N2O8 overall from OMol25. Energies are from ωB97M-V/def2-TZVPD.

Geometry as XYZ:
```
43
Properties=species:S:1:pos:R:3:mulliken_charge:R:1
N 2.2127 0.0989 -0.2868 -0.513
C 1.2632 0.9354 0.4865 0.794
C 0.9854 0.1987 1.8349 -1.234
N -0.1935 -0.6150 2.0047 -0.121
C -1.8658 1.1588 2.5168 -1.266
C -1.4620 0.0417 1.5459 0.889
C -2.5802 -1.0350 1.4510 -0.821
O -2.6208 -1.8401 2.6075 -0.510
H 3.0792 0.5571 -0.5227 0.239
H 1.8067 -0.0336 -1.2124 0.164
H -0.1755 -1.5816 1.7106 0.252
H 1.7679 1.8941 0.8105 0.174
H 0.3723 0.9903 -0.1100 -0.380
H 0.9751 0.9752 2.6224 0.329
H 1.8681 -0.3316 2.2165 0.506
H -2.5820 -1.2719 3.3788 0.338
H -2.4999 1.8290 1.9044 0.303
H -2.3747 0.8660 3.4311 0.307
H -0.9656 1.7304 2.7218 0.356
H -1.3238 0.4382 0.4761 -0.386
H -2.5247 -1.6952 0.5660 0.351
H -3.5425 -0.5075 1.3280 0.389
H 0.2636 3.0160 -2.5956 0.263
H -0.4129 1.7700 -3.3617 0.388
O -0.5516 2.5680 -2.8287 -0.676
H 2.7232 3.9449 -1.2342 0.296
H 1.2739 4.1966 -0.6639 0.301
O 2.1366 3.8034 -0.4887 -0.599
H 0.0240 0.0418 -4.6791 0.313
H 0.5205 -0.4702 -3.3239 0.410
O 0.5329 0.3227 -3.9137 -0.727
H 3.0929 -3.2474 1.5892 0.323
H 1.5177 -2.9475 1.5170 0.345
O 2.2172 -3.5402 1.2320 -0.762
H -1.6046 2.4828 -1.2219 0.347
H -3.0670 2.4910 -1.5545 0.286
O -2.4776 2.5462 -0.7911 -0.613
H 0.6951 -3.9016 -0.6041 0.306
H 2.1001 -3.3137 -0.5618 0.447
O 1.3661 -3.5196 -1.1808 -0.684
H 0.7751 -2.2350 -1.6932 0.480
H -0.1752 -1.0883 -1.1744 0.204
O 0.2504 -1.4033 -1.9760 -0.808
```

energy relative to the best compared isomer or geometry (same formula, charge and spin)	50.39	kcal/mol
largest force on an atom	0.059	Eh/bohr
structure (SMILES)	C[C@H](CO)NCCN.O.O.O.O.O.O.O
frontier orbital gap	8.749	eV

***

5.
Here is C27H25N4O7P4V as an isolated structure from OMol25. Energies are from ωB97M-V/def2-TZVPD.

Geometry as XYZ:
```
68
Properties=species:S:1:pos:R:3:mulliken_spin:R:1
V -0.6309 -0.2105 0.2884 1.252
O 1.9583 -2.5789 -1.8781 0.000
P 0.7132 -2.0059 -1.1375 -0.006
O 0.3476 -2.5849 0.1610 0.003
O 0.8246 -0.4523 -0.9277 -0.032
O -0.4575 -2.1790 -2.2480 -0.001
P -1.7702 -1.2356 -2.1801 -0.003
O -2.9060 -2.1158 -2.7943 -0.001
O -2.0290 -1.0476 -0.6568 -0.011
O -1.5971 0.0461 -2.8860 -0.004
H 2.1335 -2.2492 -2.7705 0.000
H -2.8691 -3.0676 -2.6229 0.000
C 1.1841 3.6074 -0.2796 -0.002
N -0.0686 2.8860 0.0095 -0.006
P -0.2728 1.9308 1.3725 -0.095
C -1.5348 2.6437 2.4242 -0.016
C -2.6728 1.9298 2.7867 0.014
C -3.6590 2.5575 3.5340 0.004
C -3.5071 3.8816 3.9156 -0.001
C -2.3691 4.5939 3.5536 -0.001
C -1.3826 3.9789 2.8038 -0.003
C 1.2449 1.7085 2.2956 -0.015
C 2.3672 1.2146 1.6235 0.002
C 3.5066 0.8924 2.3396 0.006
C 3.5253 1.0516 3.7201 -0.006
C 2.4081 1.5321 4.3880 0.002
C 1.2607 1.8579 3.6813 -0.004
P -0.9539 1.8880 -1.1432 -0.016
C -2.6453 2.5314 -0.9867 -0.036
C -3.7378 1.8224 -1.4885 -0.008
C -5.0207 2.3202 -1.3267 0.001
C -5.2285 3.5253 -0.6711 -0.001
C -4.1461 4.2416 -0.1821 0.002
C -2.8609 3.7479 -0.3364 -0.005
C -0.2451 2.5205 -2.6832 -0.011
C 0.4815 1.7558 -3.5864 0.000
C 1.0020 2.3529 -4.7242 0.000
C 0.7839 3.6997 -4.9716 0.001
C 0.0467 4.4619 -4.0757 -0.002
C -0.4660 3.8763 -2.9300 -0.003
H 1.6571 3.8773 0.6630 0.000
H 0.9725 4.5193 -0.8320 0.000
H 1.8778 3.0004 -0.8620 0.000
H -2.7900 0.8976 2.4863 0.006
H -4.5481 2.0097 3.8155 0.000
H -4.2791 4.3658 4.4988 0.000
H -2.2532 5.6264 3.8546 0.000
H -0.5001 4.5347 2.5055 0.000
H 2.3488 1.0745 0.5485 -0.007
H 4.3768 0.5100 1.8237 0.000
H 4.4154 0.7915 4.2769 0.000
H 2.4268 1.6475 5.4631 0.000
H 0.3840 2.2188 4.2030 -0.001
H -3.5879 0.8994 -2.0258 0.001
H -5.8609 1.7646 -1.7210 0.000
H -6.2327 3.9080 -0.5458 0.000
H -4.3008 5.1853 0.3243 0.000
H -2.0252 4.3051 0.0642 0.000
H 0.6330 0.7045 -3.4019 -0.001
H 1.5690 1.7586 -5.4282 0.000
H 1.1802 4.1561 -5.8688 0.000
H -0.1393 5.5094 -4.2711 0.000
H -1.0596 4.4707 -2.2461 0.000
N -0.8269 -0.6519 2.1349 -0.013
C -0.3310 -1.3844 2.9451 0.026
N 0.1566 -1.9750 3.9066 -0.007
C 0.4685 -3.2695 3.9968 0.004
N 0.7883 -4.3662 4.1348 -0.006
```

energy relative to the best compared isomer or geometry (same formula, charge and spin)	5.93	kcal/mol
largest force on an atom	0.013	Eh/bohr
charge	+1
multiplicity	2
frontier orbital gap (spin up / spin down)	7.180 / 7.979	eV

***

6.
Here is C16H33I2N4O3 as an isolated structure from OMol25. Energies are from ωB97M-V/def2-TZVPD.

Geometry as XYZ:
```
58
Properties=species:S:1:pos:R:3:mulliken_charge:R:1
C -0.7036 3.0052 2.3438 -1.189
C -0.7764 1.4802 2.2383 -0.675
I -0.3262 0.6132 4.1448 0.156
C -0.0184 0.8930 1.0481 -1.599
I -0.4366 -1.2129 0.9226 0.136
C 1.4875 1.2661 0.8776 1.988
N 1.6398 2.1851 -0.2688 -0.496
C 1.4812 3.3911 -0.1702 0.682
O 1.3699 4.5454 -0.0793 -0.426
C 2.3208 1.7914 2.0705 -1.026
C 3.6963 1.6365 1.5226 -0.263
N 3.7350 0.7150 0.6433 0.142
C 2.3952 0.0756 0.5022 -1.514
H -1.5752 3.3667 2.8865 0.433
H 0.1588 3.3530 2.9083 0.311
H -0.7120 3.4667 1.3556 0.268
H -1.8176 1.2044 2.0877 0.804
H -0.5203 1.2653 0.1578 0.726
H 2.1465 2.8252 2.3570 0.379
H 2.2356 1.1367 2.9462 0.312
H 4.5632 2.2310 1.7828 0.469
H 4.5551 0.4721 0.0964 0.325
H 2.3676 -0.6940 1.2724 0.513
H 2.2411 -0.3451 -0.4842 0.457
C -6.2440 -3.7955 2.4728 -1.410
C -4.8101 -3.7761 2.9913 0.387
C -4.1556 -2.3907 2.9591 -0.717
O -3.7495 -1.9513 1.6741 -0.190
C -4.7655 -1.3753 0.8748 -0.799
N -4.0326 -4.7901 2.2779 -0.704
H -6.2755 -3.7490 1.3839 0.291
H -6.7324 -4.7220 2.7697 0.356
H -6.8236 -2.9606 2.8704 0.346
H -4.8346 -4.0708 4.0451 0.396
H -3.2361 -2.4331 3.5503 0.319
H -4.8103 -1.6394 3.4205 0.378
H -5.4804 -0.8162 1.4859 0.359
H -5.3053 -2.1231 0.2905 0.248
H -4.2816 -0.6870 0.1806 0.256
H -3.1144 -4.8868 2.6998 0.261
H -3.8616 -4.4605 1.3324 0.304
C 4.4576 -0.2465 -4.4617 -1.623
C 3.6798 0.2750 -3.2621 0.642
C 2.1767 0.4656 -3.4875 -0.093
O 1.8207 1.6115 -4.2178 -0.413
C 1.8548 1.4720 -5.6301 -0.689
N 4.3061 1.5068 -2.7640 -0.664
H 4.6165 0.5394 -5.2003 0.327
H 5.4388 -0.6009 -4.1494 0.390
H 3.9327 -1.0713 -4.9446 0.350
H 3.7608 -0.4763 -2.4633 0.203
H 1.7439 0.6063 -2.4907 -0.260
H 1.7187 -0.4330 -3.9220 0.506
H 1.5437 0.4681 -5.9325 0.324
H 2.8471 1.6776 -6.0374 0.242
H 1.1550 2.1961 -6.0420 0.275
H 3.8129 1.8085 -1.9267 0.144
H 4.1204 2.2494 -3.4329 0.345
```

largest force on an atom	0.018	Eh/bohr
charge	+1
frontier orbital gap	6.507	eV

***

> Look up the largest force on an atom of the first one.

0.013 Eh/bohr

***

> Among the records above, which one has the highest largest force on an atom?

C31H48N10O6P2TaTe